# 1
The following is a quantum chemistry calculation of C35H47ClO3PSSiW as an isolated structure at a distorted geometry, from OMol25.

Last column: Löwdin spin population.
Atoms and positions in Å:
C1 1.1012 1.4371 1.1703  0.03
C2 1.8299 0.7349 0.1787  0.06
C3 1.4082 1.2164 -1.1071  0.05
H1 2.6415 0.0500 0.3694  0.01
C4 0.3836 2.1833 -0.9117  0.00
C5 0.1690 2.3141 0.4928  0.08
H2 -0.4782 3.0320 0.9818  0.01
H3 1.2524 1.3667 2.2400  0.00
H4 1.8612 0.9638 -2.0553  0.00
H5 -0.0880 2.7898 -1.6738  0.00
W1 -0.2827 0.2602 -0.0390  1.40
Cl1 -2.1859 0.4015 -1.3664  0.12
P1 0.4317 -1.8552 -1.3607  0.07
C6 0.9085 -1.4162 -3.0891  0.00
C7 1.9975 -1.9760 -3.7745  0.00
H6 2.6238 -2.7298 -3.2952  0.00
C8 2.2907 -1.5660 -5.0808  0.00
H7 3.1530 -1.9961 -5.5894  0.00
C9 1.4862 -0.6221 -5.7238  0.00
H8 1.7119 -0.3141 -6.7439  0.00
C10 0.3836 -0.0830 -5.0592  0.00
H9 -0.2524 0.6578 -5.5453  0.00
C11 0.0881 -0.4943 -3.7636  0.00
H10 -0.7938 -0.0891 -3.2655  0.00
C12 1.8986 -2.7725 -0.7679  0.01
C13 3.1688 -2.1691 -0.8453  0.00
H11 3.3018 -1.2146 -1.3597  0.00
C14 4.2834 -2.8007 -0.2895  0.00
H12 5.2537 -2.3063 -0.3398  0.00
C15 4.1514 -4.0534 0.3129  0.00
H13 5.0231 -4.5462 0.7453  0.00
C16 2.9031 -4.6799 0.3490  0.00
H14 2.7950 -5.6707 0.7873  0.00
C17 1.7763 -4.0422 -0.1790  0.00
H15 0.8032 -4.5332 -0.1517  0.00
C18 -0.8142 -3.1591 -1.6293  0.02
C19 -0.8160 -3.9401 -2.7934  0.00
H16 -0.0711 -3.7607 -3.5706  0.00
C20 -1.7748 -4.9420 -2.9635  0.00
H17 -1.7619 -5.5422 -3.8730  0.00
C21 -2.7358 -5.1682 -1.9749  0.00
H18 -3.4794 -5.9537 -2.1100  0.00
C22 -2.7361 -4.3906 -0.8125  0.00
H19 -3.4814 -4.5702 -0.0383  0.00
C23 -1.7839 -3.3878 -0.6365  0.01
H20 -1.7907 -2.7858 0.2766  0.00
C24 0.0665 3.9651 3.8562  0.00
C25 -0.1153 2.9414 4.9598  0.00
C26 1.2195 2.2862 5.2941  0.00
C27 -0.6592 3.5908 6.2235  0.00
O1 -1.0642 1.8794 4.5614  0.00
Si1 -2.0640 1.5856 3.2902  0.02
S1 -1.2469 -0.0076 2.0832  0.08
O2 -3.5458 1.1241 3.8374  0.00
C28 -4.1312 1.0330 5.1945  0.00
C29 -3.2476 0.1798 6.0923  0.00
C30 -4.3237 2.4300 5.7679  0.00
C31 -5.4815 0.3582 5.0005  0.00
O3 -2.2312 2.9676 2.4282  0.01
C32 -3.3133 3.6404 1.6618  0.00
C33 -3.6577 2.8199 0.4358  0.00
C34 -4.5266 3.8098 2.5555  0.00
C35 -2.7372 4.9825 1.2446  0.00
H21 0.7437 4.7630 4.2008  0.00
H22 -0.8830 4.4398 3.5863  0.00
H23 0.5224 3.5204 2.9658  0.00
H24 1.8837 3.0436 5.7349  0.00
H25 1.0832 1.4787 6.0242  0.00
H26 1.7179 1.8856 4.4039  0.00
H27 -1.5949 4.1296 6.0304  0.00
H28 -0.8114 2.8360 7.0059  0.00
H29 0.0678 4.3236 6.6071  0.00
H30 -2.2519 0.6167 6.2166  0.00
H31 -3.7086 0.0900 7.0878  0.00
H32 -3.1572 -0.8307 5.6774  0.00
H33 -4.9224 3.0525 5.0912  0.00
H34 -4.8661 2.3664 6.7236  0.00
H35 -3.3619 2.9189 5.9645  0.00
H36 -6.1096 0.9172 4.2942  0.00
H37 -5.3460 -0.6640 4.6210  0.00
H38 -6.0161 0.2950 5.9555  0.00
H39 -3.9556 1.8045 0.7092  0.00
H40 -4.4870 3.2963 -0.1038  0.00
H41 -2.8038 2.7769 -0.2505  0.00
H42 -4.2845 4.4254 3.4319  0.00
H43 -5.3177 4.3273 1.9935  0.00
H44 -4.9177 2.8361 2.8739  0.00
H45 -2.4578 5.5832 2.1191  0.00
H46 -1.8588 4.8552 0.5980  0.00
H47 -3.4912 5.5403 0.6755  0.00

HOMO level (spin up / spin down) = -10.58 / -11.76 eV
multiplicity = 3
total charge = +1
orbital gap (spin up / spin down) = 6.22 / 7.57 eV
<S²> = 2.0202

# 2
The following is a quantum chemistry calculation of a 4-piece molecular cluster, H8O4 overall, from OMol25.

Last column: natural (NBO) charge in e.
Atoms and positions in Å:
O1 0.7911 -1.6725 1.4563  -0.93
H1 1.5721 -1.1090 1.4176  0.47
H2 0.4498 -1.6625 0.5550  0.47
O2 -2.2706 2.8967 0.4143  -0.93
H3 -1.9296 2.9022 -0.4872  0.47
H4 -1.7143 2.2560 0.8715  0.47
O3 -4.3099 -1.3448 -1.0124  -0.94
H5 -3.7526 -1.6250 -0.2776  0.47
H6 -4.9830 -2.0321 -1.0716  0.47
O4 5.7379 0.2223 -0.6921  -0.93
H7 4.7783 0.3094 -0.7176  0.46
H8 5.9913 0.1484 -1.6191  0.47

HOMO level = -11.58 eV
SMILES = O.O.O.O
total charge = 0
energy above the lowest of the compared OMol25 structures with the same formula, charge and spin = 119.21 kJ/mol
orbital gap = 11.69 eV

# 3
The following is a quantum chemistry calculation of C25H24N6OSSn as an isolated structure, from OMol25.

Last column: natural (NBO) charge in e.
Atoms and positions in Å:
Sn1 0.9977 1.1180 0.0932  1.33
S1 0.3262 3.2024 -0.9158  -0.33
C1 -0.0918 2.4509 -2.5074  0.26
N1 -0.6020 3.3404 -3.3528  -0.52
N2 -0.8451 2.7308 -4.6039  -0.46
C2 -2.1129 2.6192 -5.0745  0.29
C3 -2.3807 1.8421 -6.2233  -0.31
C4 -3.6509 1.7799 -6.7600  -0.21
C5 -4.7100 2.4852 -6.1909  -0.33
C6 -4.4537 3.2442 -5.0522  -0.20
C7 -3.1903 3.3168 -4.4931  -0.32
N3 0.1213 1.1856 -2.7837  -0.52
N4 0.8074 0.4051 -1.8501  -0.57
C8 0.9481 -0.9094 -2.1948  0.18
C9 1.7079 -1.7771 -1.3753  -0.25
C10 1.8730 -3.1059 -1.7097  -0.22
C11 1.3074 -3.6409 -2.8679  -0.33
C12 0.5680 -2.7923 -3.6831  -0.19
C13 0.3841 -1.4552 -3.3688  -0.31
H1 -0.2417 1.9330 -4.7804  0.37
H2 -1.5680 1.2829 -6.6752  0.19
H3 -3.8217 1.1634 -7.6371  0.19
H4 -5.7058 2.4318 -6.6140  0.18
H5 -5.2654 3.7866 -4.5774  0.19
H6 -2.9914 3.8882 -3.5976  0.24
H7 2.1839 -1.3820 -0.4825  0.23
H8 2.4665 -3.7367 -1.0553  0.19
H9 1.4421 -4.6853 -3.1241  0.18
H10 0.1132 -3.1796 -4.5900  0.18
H11 -0.2022 -0.8079 -4.0028  0.23
N5 -1.8894 -0.2011 1.4564  -0.39
C14 -1.5328 -1.0103 2.2007  0.43
N6 -1.0955 -1.9266 3.0614  -0.48
C15 -2.0207 -2.5101 4.0217  -0.23
C16 -1.8270 -1.8752 5.3879  -0.08
O1 -0.4816 -1.9984 5.7981  -0.54
C17 0.3821 -1.2901 4.9018  -0.09
C18 0.3083 -1.8629 3.4987  -0.25
H12 -1.8095 -3.5816 4.0945  0.19
H13 -3.0404 -2.3794 3.6609  0.21
H14 -2.4412 -2.3755 6.1390  0.18
H15 -2.1120 -0.8143 5.3445  0.17
H16 1.3920 -1.3643 5.2980  0.22
H17 0.0971 -0.2332 4.8841  0.18
H18 0.7174 -2.8763 3.4818  0.19
H19 0.8741 -1.2418 2.8014  0.27
C19 2.6617 0.6487 1.1219  -0.78
C20 2.9607 0.7607 2.4764  -0.18
C21 4.3250 0.5310 2.8865  -0.22
C22 4.7423 0.6753 4.1884  -0.23
C23 3.8626 1.0385 5.2161  -0.38
C24 2.5328 1.2566 4.8580  -0.20
C25 2.0865 1.1180 3.5596  -0.33
H20 5.0354 0.2400 2.1217  0.19
H21 5.7883 0.4910 4.4191  0.18
H22 4.2000 1.1541 6.2384  0.18
H23 1.8202 1.5634 5.6201  0.18
H24 1.0501 1.3294 3.3137  0.20

HOMO level = -0.31 eV
total charge = -2
orbital gap = 4.47 eV

no.,total energy (eV)
1,-85550.219
2,-8319.441
3,-53964.431